No. 1
{"formula": "C52H66BrN10OSSbTi", "method": "ωB97M-V with the def2-TZVPD basis set", "elements": ["Ti", "C", "C", "C", "C", "C", "N", "C", "C", "C", "C", "C", "C", "C", "N", "C", "C", "C", "N", "C", "C", "N", "C", "C", "C", "N", "H", "H", "H", "H", "H", "H", "H", "H", "H", "H", "H", "H", "H", "H", "H", "H", "H", "H", "Br", "C", "C", "C", "C", "C", "C", "N", "N", "C", "C", "C", "C", "O", "C", "N", "C", "C", "C", "C", "H", "H", "H", "H", "H", "H", "H", "H", "H", "C", "N", "C", "C", "S", "N", "C", "C", "H", "H", "H", "H", "H", "H", "H", "H", "H", "H", "H", "H", "C", "C", "C", "C", "Sb", "C", "C", "C", "C", "C", "C", "C", "C", "H", "H", "H", "H", "H", "H", "H", "H", "H", "H", "H", "H", "H", "H", "H", "H", "H", "H", "H", "H", "H", "H", "H", "H", "H", "H", "H"], "xyz": [[-0.94, -0.48, 0.68], [-0.50, -5.70, -3.63], [-0.35, -4.74, -2.48], [0.90, -4.20, -2.16], [1.05, -3.26, -1.17], [-0.05, -2.86, -0.40], [0.16, -2.02, 0.74], [0.85, -2.63, 1.82], [1.34, -3.94, 1.76], [2.04, -4.49, 2.82], [2.25, -3.80, 4.00], [2.97, -4.41, 5.16], [1.70, -2.52, 4.09], [1.02, -1.95, 3.02], [0.41, -0.69, 3.23], [0.79, 0.23, 4.12], [-0.28, 1.08, 4.35], [-1.28, 0.61, 3.52], [-0.87, -0.47, 2.82], [-1.30, -3.40, -0.71], [-1.45, -4.31, -1.76], [-2.43, -3.09, 0.09], [-3.43, -3.92, 0.45], [-4.20, -3.28, 1.40], [-3.58, -2.05, 1.57], [-2.52, -1.93, 0.78], [0.24, -6.50, -3.56], [-1.49, -6.14, -3.65], [-0.33, -5.18, -4.57], [1.77, -4.52, -2.73], [2.01, -2.83, -0.94], [1.19, -4.54, 0.88], [2.41, -5.51, 2.72], [3.71, -5.13, 4.82], [3.48, -3.65, 5.76], [2.27, -4.94, 5.82], [1.77, -1.98, 5.02], [1.78, 0.22, 4.54], [-0.30, 1.93, 5.01], [-2.27, 1.01, 3.37], [-2.43, -4.68, -2.01], [-3.50, -4.91, 0.03], [-5.07, -3.67, 1.90], [-3.84, -1.25, 2.25], [-4.93, 1.90, 6.75], [-4.48, 3.20, 5.46], [-5.48, 3.82, 4.72], [-5.13, 4.77, 3.79], [-3.79, 5.06, 3.55], [-2.80, 4.48, 4.32], [-3.15, 3.56, 5.29], [-3.54, 6.06, 2.54], [-2.73, 5.88, 1.63], [-2.04, 4.62, 1.49], [-0.67, 4.62, 1.45], [0.05, 3.43, 1.23], [-0.64, 2.27, 1.01], [-0.06, 1.08, 0.75], [-2.05, 2.26, 1.00], [-2.62, 1.04, 0.75], [-3.94, 1.01, 0.63], [-4.75, 2.14, 0.77], [-4.18, 3.35, 1.05], [-2.78, 3.44, 1.20], [-6.52, 3.57, 4.90], [-5.89, 5.30, 3.23], [-1.76, 4.77, 4.20], [-2.40, 3.13, 5.94], [-0.15, 5.55, 1.61], [1.13, 3.43, 1.21], [-4.38, 0.05, 0.39], [-5.82, 2.05, 0.63], [-4.79, 4.24, 1.14], [6.68, -0.94, 1.82], [5.33, -0.97, 1.25], [4.63, -2.21, 1.48], [4.65, 0.18, 0.97], [2.98, 0.30, 1.19], [5.39, 1.20, 0.48], [4.86, 2.55, 0.43], [6.57, 0.99, -0.35], [6.66, -1.46, 2.78], [6.99, 0.09, 2.00], [7.41, -1.43, 1.17], [5.29, -3.04, 1.20], [3.73, -2.25, 0.87], [4.34, -2.33, 2.53], [4.13, 2.70, 1.22], [4.39, 2.75, -0.54], [5.69, 3.25, 0.56], [6.66, -0.07, -0.60], [7.49, 1.32, 0.14], [6.45, 1.56, -1.27], [1.00, -1.96, -4.54], [-0.23, -1.07, -4.62], [-0.16, -0.33, -5.96], [-1.49, -1.94, -4.59], [-0.35, 0.20, -2.81], [1.38, 1.55, -2.93], [1.35, 2.54, -1.77], [1.43, 2.32, -4.25], [2.63, 0.69, -2.76], [-2.17, 1.40, -3.17], [-3.33, 0.58, -2.61], [-2.51, 1.76, -4.61], [-2.03, 2.71, -2.39], [0.93, -2.73, -5.32], [1.10, -2.46, -3.59], [1.92, -1.40, -4.74], [-0.15, -1.09, -6.75], [0.75, 0.25, -6.06], [-1.01, 0.32, -6.16], [-1.45, -2.67, -5.41], [-2.40, -1.35, -4.74], [-1.59, -2.49, -3.65], [0.49, 3.22, -1.80], [2.25, 3.15, -1.83], [1.38, 2.02, -0.81], [0.48, 2.80, -4.50], [1.71, 1.68, -5.09], [2.18, 3.11, -4.18], [2.65, 0.19, -1.79], [3.51, 1.35, -2.80], [2.76, -0.05, -3.55], [-3.58, -0.26, -3.25], [-4.23, 1.21, -2.54], [-3.13, 0.18, -1.61], [-2.77, 0.89, -5.21], [-1.71, 2.31, -5.11], [-3.39, 2.42, -4.61], [-1.68, 2.56, -1.37], [-3.00, 3.22, -2.35], [-1.32, 3.39, -2.88]], "homo_energy_ev": -12.1014, "charge": 2, "lumo_ev": -6.3, "homo_lumo_gap_ev": 5.828, "relative_energy_kj_mol": 139.2, "total_energy_ha": -6705.36260}

=====

No. 2
{"formula": "C28H38CuN4P2", "method": "ωB97M-V with the def2-TZVPD basis set", "elements": ["Cu", "C", "C", "C", "C", "C", "C", "C", "C", "C", "H", "H", "H", "H", "H", "H", "H", "H", "H", "H", "H", "H", "H", "H", "H", "P", "P", "N", "N", "N", "N", "C", "C", "C", "C", "C", "C", "C", "C", "C", "C", "C", "C", "C", "C", "C", "C", "C", "C", "H", "H", "H", "H", "H", "H", "H", "H", "H", "H", "H", "H", "H", "H", "H", "H", "H", "H", "H", "H", "C", "H", "H", "H"], "xyz": [[-0.01, -2.40, -4.85], [-0.90, 2.87, -0.91], [-1.20, 1.85, -1.72], [-0.78, 1.56, -3.15], [0.53, 0.74, -3.30], [1.80, 1.32, -2.73], [2.05, 2.56, -2.25], [1.10, 3.77, -2.32], [0.09, 3.97, -1.15], [0.69, -2.80, -2.63], [-1.09, 2.78, 0.21], [-1.91, 1.08, -1.37], [-0.70, 2.56, -3.63], [-1.62, 1.03, -3.70], [0.31, -0.24, -2.86], [0.72, 0.46, -4.37], [2.62, 0.61, -2.84], [3.03, 2.81, -1.82], [0.60, 3.75, -3.30], [1.74, 4.67, -2.33], [0.73, 4.01, -0.25], [-0.43, 4.95, -1.26], [1.19, -1.99, -2.06], [1.60, -2.94, -3.42], [0.73, -3.74, -2.01], [1.19, -1.33, -6.62], [-2.20, -0.74, -6.58], [2.66, -0.06, -7.04], [1.94, -2.48, -7.87], [-2.22, 1.11, -7.14], [-3.70, -1.01, -7.46], [0.29, -0.50, -7.92], [-1.11, -1.15, -8.02], [3.75, 0.03, -6.20], [4.69, 0.89, -6.79], [4.20, 1.24, -8.06], [2.98, 0.58, -8.23], [2.31, -3.77, -7.49], [2.80, -4.46, -8.61], [2.76, -3.56, -9.71], [2.26, -2.35, -9.22], [-2.81, 2.07, -6.31], [-2.77, 3.33, -6.96], [-2.11, 3.10, -8.20], [-1.82, 1.75, -8.29], [-4.34, -0.41, -8.57], [-5.39, -1.22, -9.03], [-5.39, -2.39, -8.18], [-4.36, -2.24, -7.26], [0.69, -0.56, -8.95], [0.17, 0.56, -7.68], [-1.61, -0.83, -8.98], [-1.06, -2.26, -7.94], [3.72, -0.46, -5.24], [5.61, 1.22, -6.36], [4.66, 1.88, -8.77], [2.32, 0.63, -9.09], [2.20, -4.05, -6.46], [3.24, -5.46, -8.64], [3.16, -3.73, -10.72], [2.17, -1.43, -9.80], [-3.18, 1.79, -5.31], [-3.21, 4.23, -6.64], [-1.93, 3.79, -8.99], [-1.37, 1.25, -9.11], [-4.02, 0.54, -8.98], [-6.07, -1.03, -9.87], [-6.08, -3.24, -8.27], [-4.03, -2.90, -6.48], [-0.92, -2.40, -2.64], [-1.27, -3.20, -1.93], [-1.74, -2.52, -3.43], [-1.24, -1.33, -2.40]], "homo_energy_ev": [-6.0339, -7.5575], "charge": 0, "multiplicity": 2, "lumo_ev": [-0.1, -0.7], "homo_lumo_gap_ev": [5.888, 6.811], "total_energy_ha": -3631.66455}

=====

No. 3
{"formula": "C6H14NO", "method": "ωB97M-V with the def2-TZVPD basis set", "elements": ["C", "C", "C", "C", "C", "N", "C", "O", "H", "H", "H", "H", "H", "H", "H", "H", "H", "H", "H", "H", "H", "H"], "xyz": [[-0.46, 2.34, 0.37], [1.04, 1.99, 0.50], [1.46, 0.59, 0.07], [1.22, -0.58, 1.10], [-0.20, -1.16, 1.02], [-0.47, -1.92, -0.24], [-1.53, -1.34, -1.14], [-1.07, -0.21, -1.74], [-0.74, 3.02, 1.16], [-0.77, 2.51, -0.66], [-0.91, 1.35, 0.44], [1.76, 2.70, 0.04], [1.41, 2.09, 1.53], [2.53, 0.54, -0.19], [0.78, 0.21, -0.73], [1.28, -0.10, 2.10], [1.98, -1.37, 0.99], [-0.78, -0.24, 1.08], [-0.46, -1.90, 1.79], [0.37, -1.71, -0.79], [-2.38, -1.08, -0.45], [-1.62, -2.13, -1.92]], "smiles": "CCCCCNC[O-]", "homo_energy_ev": -2.6287, "charge": -1, "lumo_ev": 4.1, "homo_lumo_gap_ev": 6.681, "relative_energy_kj_mol": 126.9, "total_energy_ha": -366.95332}

=====

No. 4
{"formula": "C34H73BO15P", "method": "ωB97M-V with the def2-TZVPD basis set", "elements": ["C", "C", "C", "C", "C", "P", "C", "O", "C", "C", "C", "C", "C", "C", "C", "C", "O", "O", "B", "O", "O", "H", "H", "H", "H", "H", "H", "H", "H", "H", "H", "H", "H", "H", "H", "H", "H", "H", "H", "H", "H", "H", "H", "H", "C", "O", "C", "C", "O", "C", "H", "H", "H", "H", "H", "H", "H", "H", "H", "H", "C", "O", "C", "C", "O", "C", "H", "H", "H", "H", "H", "H", "H", "H", "H", "H", "C", "O", "C", "C", "O", "C", "H", "H", "H", "H", "H", "H", "H", "H", "H", "H", "C", "O", "C", "C", "O", "C", "H", "H", "H", "H", "H", "H", "H", "H", "H", "H", "C", "O", "C", "C", "O", "C", "H", "H", "H", "H", "H", "H", "H", "H", "H", "H"], "xyz": [[1.98, 1.67, 0.48], [1.44, 0.51, -0.38], [2.56, -0.42, -0.83], [0.57, 1.00, -1.56], [-0.92, 0.90, -1.17], [-2.06, 1.91, -2.16], [-3.49, 0.83, -2.61], [-4.62, 1.62, -2.84], [-5.74, 1.23, -2.09], [-6.55, 0.20, -2.54], [-7.68, -0.16, -1.80], [-7.98, 0.53, -0.63], [-7.16, 1.55, -0.17], [-6.03, 1.90, -0.91], [-1.34, 2.53, -3.72], [-0.70, 3.90, -3.63], [-1.28, 4.87, -3.95], [0.62, 3.94, -3.24], [-2.78, 3.45, -1.16], [-2.59, 3.46, 0.20], [-3.39, 4.41, -1.85], [1.85, 1.43, 1.52], [1.49, 2.62, 0.28], [3.05, 1.75, 0.33], [0.79, -0.08, 0.27], [2.19, -1.26, -1.41], [3.01, -0.85, 0.06], [3.36, 0.11, -1.34], [0.85, 2.01, -1.84], [0.75, 0.34, -2.40], [-1.05, 1.18, -0.13], [-1.22, -0.14, -1.29], [-3.63, 0.14, -1.78], [-3.20, 0.30, -3.52], [-6.31, -0.33, -3.45], [-8.34, -0.96, -2.12], [-8.87, 0.27, -0.07], [-7.39, 2.08, 0.74], [-5.41, 2.71, -0.54], [-2.18, 2.67, -4.39], [-0.67, 1.81, -4.18], [0.65, 4.05, -2.28], [-2.93, 2.65, 0.60], [-4.25, 4.67, -1.49], [6.67, -3.89, 2.70], [6.02, -4.82, 1.85], [4.71, -4.41, 1.47], [4.69, -3.86, 0.06], [5.41, -2.64, -0.04], [6.69, -2.79, -0.62], [7.71, -4.20, 2.79], [6.64, -2.88, 2.30], [6.21, -3.90, 3.70], [4.32, -3.67, 2.17], [4.07, -5.30, 1.51], [3.65, -3.66, -0.22], [5.09, -4.60, -0.64], [6.61, -3.01, -1.69], [7.26, -3.59, -0.13], [7.22, -1.85, -0.49], [11.77, -7.08, 5.62], [11.09, -7.99, 4.77], [9.79, -7.56, 4.41], [9.76, -7.00, 3.00], [10.49, -5.79, 2.90], [11.77, -5.95, 2.31], [12.80, -7.42, 5.70], [11.76, -6.07, 5.22], [11.32, -7.08, 6.62], [9.42, -6.82, 5.12], [9.13, -8.43, 4.46], [8.72, -6.78, 2.74], [10.14, -7.75, 2.29], [11.67, -6.16, 1.24], [12.33, -6.76, 2.78], [12.31, -5.02, 2.43], [-9.25, -3.94, -3.61], [-9.91, -3.54, -2.42], [-11.32, -3.56, -2.55], [-11.93, -4.77, -1.88], [-11.57, -5.97, -2.56], [-10.55, -6.70, -1.90], [-8.19, -4.07, -3.38], [-9.64, -4.89, -3.98], [-9.35, -3.18, -4.39], [-11.62, -3.52, -3.60], [-11.71, -2.66, -2.05], [-13.02, -4.69, -1.93], [-11.63, -4.82, -0.83], [-10.94, -7.16, -0.98], [-9.69, -6.08, -1.66], [-10.23, -7.50, -2.57], [1.94, 2.89, 3.91], [3.05, 2.01, 3.79], [4.26, 2.60, 4.26], [4.63, 2.09, 5.64], [3.70, 2.53, 6.62], [2.78, 1.52, 7.02], [1.04, 2.32, 3.69], [1.86, 3.31, 4.91], [2.02, 3.71, 3.18], [4.18, 3.69, 4.27], [5.05, 2.32, 3.56], [5.60, 2.49, 5.91], [4.70, 1.00, 5.63], [3.29, 0.75, 7.61], [2.30, 1.05, 6.15], [2.02, 2.00, 7.63], [-2.49, 10.64, -3.78], [-2.47, 9.40, -4.46], [-2.14, 8.30, -3.62], [-3.36, 7.50, -3.24], [-4.24, 8.23, -2.39], [-5.36, 8.76, -3.08], [-2.92, 11.38, -4.45], [-3.11, 10.59, -2.87], [-1.48, 10.95, -3.51], [-1.61, 8.64, -2.72], [-1.46, 7.66, -4.18], [-3.04, 6.62, -2.68], [-3.88, 7.16, -4.14], [-6.05, 7.96, -3.36], [-5.07, 9.31, -3.97], [-5.87, 9.44, -2.39]], "homo_energy_ev": -10.2058, "charge": 1, "lumo_ev": -3.5, "homo_lumo_gap_ev": 6.710, "total_energy_ha": -2833.69426}

=====

No. 5
{"formula": "C20H13AuCl4NO4", "method": "ωB97M-V with the def2-TZVPD basis set", "elements": ["Au", "Cl", "C", "C", "Cl", "C", "Cl", "C", "O", "C", "O", "C", "Cl", "C", "O", "C", "C", "C", "C", "C", "C", "N", "C", "C", "C", "C", "C", "C", "C", "O", "H", "H", "H", "H", "H", "H", "H", "H", "H", "H", "H", "H", "H"], "xyz": [[0.36, -0.62, 0.52], [2.69, 1.98, -5.36], [1.71, 1.59, -3.99], [0.37, 1.94, -3.97], [-0.35, 2.76, -5.31], [-0.41, 1.61, -2.85], [-2.08, 2.05, -2.77], [0.14, 0.94, -1.77], [-0.60, 0.65, -0.69], [1.50, 0.53, -1.79], [1.98, -0.16, -0.79], [2.26, 0.90, -2.90], [3.94, 0.47, -2.90], [1.72, 0.48, 4.05], [0.50, 0.54, 3.35], [-0.58, 1.11, 3.95], [-0.52, 1.78, 5.17], [-1.63, 2.45, 5.67], [-2.81, 2.45, 4.95], [-2.89, 1.73, 3.76], [-1.80, 1.03, 3.25], [-1.99, 0.29, 2.07], [-1.35, -0.88, 1.60], [-1.01, -1.88, 2.69], [-1.95, -2.33, 3.60], [-1.60, -3.26, 4.57], [-0.28, -3.73, 4.61], [0.66, -3.29, 3.70], [0.30, -2.36, 2.71], [1.18, -1.92, 1.82], [2.42, -0.01, 3.38], [1.62, -0.11, 4.96], [2.08, 1.48, 4.30], [0.40, 1.80, 5.73], [-1.56, 2.97, 6.61], [-3.68, 2.98, 5.31], [-3.82, 1.68, 3.22], [-2.58, 0.75, 1.39], [-2.03, -1.30, 0.86], [-2.96, -1.94, 3.56], [-2.33, -3.62, 5.29], [0.01, -4.44, 5.38], [1.68, -3.64, 3.74]], "homo_energy_ev": -4.4581, "charge": -1, "lumo_ev": 2.7, "homo_lumo_gap_ev": 7.165, "relative_energy_kj_mol": 0.0, "total_energy_ha": -3102.18029}

=====

No. 6
{"formula": "C20H53FIO7", "method": "ωB97M-V with the def2-TZVPD basis set", "elements": ["F", "C", "C", "C", "C", "C", "C", "I", "H", "H", "H", "H", "H", "H", "H", "H", "H", "H", "H", "C", "C", "O", "H", "H", "H", "H", "H", "H", "C", "C", "O", "H", "H", "H", "H", "H", "H", "C", "C", "O", "H", "H", "H", "H", "H", "H", "C", "C", "O", "H", "H", "H", "H", "H", "H", "C", "C", "O", "H", "H", "H", "H", "H", "H", "C", "C", "O", "H", "H", "H", "H", "H", "H", "C", "C", "O", "H", "H", "H", "H", "H", "H"], "xyz": [[3.51, -1.30, 0.42], [4.30, -0.14, 0.46], [3.58, 1.04, 1.15], [2.35, 1.62, 0.36], [1.04, 1.24, 1.14], [-0.01, 0.52, 0.24], [-0.92, -0.52, 0.98], [0.24, -2.15, 1.84], [4.65, 0.13, -0.55], [5.21, -0.39, 1.05], [4.33, 1.86, 1.24], [3.29, 0.77, 2.18], [2.28, 1.11, -0.64], [1.24, 0.62, 2.03], [0.54, 2.16, 1.52], [0.49, -0.02, -0.58], [-0.70, 1.29, -0.13], [-1.60, -0.05, 1.71], [-1.57, -0.96, 0.22], [-5.17, -3.52, -0.42], [-4.01, -2.54, -0.52], [-4.15, -1.51, 0.45], [-6.12, -3.00, -0.56], [-5.08, -4.31, -1.17], [-5.20, -3.98, 0.57], [-4.00, -2.07, -1.51], [-3.06, -3.05, -0.37], [-4.15, -1.93, 1.31], [4.48, -2.09, 3.63], [4.20, -3.07, 4.75], [3.16, -2.59, 5.59], [4.76, -1.12, 4.03], [5.29, -2.45, 2.98], [3.59, -1.94, 3.02], [5.09, -3.21, 5.37], [3.91, -4.05, 4.34], [2.37, -2.48, 5.04], [-8.68, 0.24, 0.32], [-8.12, -0.05, -1.06], [-6.92, 0.67, -1.28], [-8.88, 1.31, 0.43], [-9.61, -0.30, 0.49], [-7.96, -0.04, 1.10], [-8.83, 0.25, -1.83], [-7.92, -1.12, -1.17], [-6.29, 0.40, -0.61], [-0.79, 0.83, 5.95], [-0.24, 0.55, 4.56], [0.96, 1.28, 4.36], [-0.98, 1.90, 6.08], [-1.72, 0.28, 6.12], [-0.06, 0.54, 6.71], [-0.96, 0.86, 3.80], [-0.04, -0.52, 4.43], [1.59, 1.00, 5.03], [-1.03, 3.13, -4.43], [-1.36, 2.04, -3.43], [-0.89, 2.39, -2.14], [0.04, 3.30, -4.47], [-1.38, 2.87, -5.43], [-1.49, 4.08, -4.13], [-0.88, 1.10, -3.71], [-2.44, 1.87, -3.38], [-1.32, 3.21, -1.88], [3.32, 5.96, -6.15], [1.81, 5.95, -6.22], [1.25, 5.03, -5.30], [3.71, 4.96, -6.36], [3.75, 6.66, -6.86], [3.66, 6.23, -5.15], [1.47, 5.66, -7.22], [1.41, 6.95, -6.01], [1.53, 5.29, -4.42], [4.19, -4.25, -1.62], [3.85, -5.38, -0.66], [4.30, -5.06, 0.65], [5.27, -4.08, -1.64], [3.86, -4.49, -2.64], [3.71, -3.32, -1.31], [4.34, -6.30, -0.97], [2.77, -5.56, -0.64], [3.85, -4.25, 0.91]], "homo_energy_ev": -0.9892, "charge": -1, "lumo_ev": 2.2, "homo_lumo_gap_ev": 3.170, "relative_energy_kj_mol": 36.7, "total_energy_ha": -1717.88830}

=====

No. 7
{"formula": "C3H4NPS", "method": "ωB97M-V with the def2-TZVPD basis set", "elements": ["C", "C", "C", "N", "P", "S", "H", "H", "H", "H"], "xyz": [[3.13, -0.36, -0.22], [0.13, 0.76, 0.11], [-1.16, 0.23, 0.15], [1.24, 1.20, 0.27], [2.88, 1.26, 0.17], [2.11, -1.64, -0.29], [4.11, -0.74, -0.39], [-0.93, -0.95, 0.11], [-1.86, 0.53, -0.64], [-1.68, 0.59, 1.06]], "homo_energy_ev": -7.4360, "charge": 0, "lumo_ev": 0.0, "homo_lumo_gap_ev": 7.403, "relative_energy_kj_mol": 194.5, "total_energy_ha": -910.91455}